# 1
Entry from the Open Molecules 2025 dataset: the molecule C4H9N3S (ωB97M-V/def2-TZVPD).

```
! RIJCOSX wB97M-V def2-TZVPD def2/J DEFGRID3
* xyz 0 1
N 1.1270 -1.3905 1.1180
C -0.0331 -1.1931 0.1329
C -0.4570 0.1352 0.1207
N -0.9214 0.7614 1.3777
C -1.1331 0.6283 -1.1859
N 0.1046 1.3706 -1.4577
C 0.7877 0.9923 -0.4419
S 2.3779 1.2890 -0.0413
H 1.4964 -2.3042 1.3765
H 1.7827 -0.6459 0.7910
H -0.8852 -1.9625 0.1385
H 0.3036 -1.3170 -0.8905
H -1.5560 0.0610 2.0204
H -0.0428 0.6827 1.9651
H -2.0326 1.0740 -1.0170
H -1.3533 -0.2249 -1.9072
H 0.4344 2.0436 -2.0994
*
```

Values from the calculation:
- E_LUMO (eV) = 0.83
- maximum force (eV Å⁻¹) = 6.16
- SMILES string = NC[C@]1(N)CNC1=S

# 2
Entry from the Open Molecules 2025 dataset: a cluster of 2 separate species, Cl2O3S2 in total (ωB97M-V/def2-TZVPD).

```
! RIJCOSX wB97M-V def2-TZVPD def2/J DEFGRID3
* xyz 0 1
O 0.9658 0.5143 0.2979
O 0.8976 -0.1657 -2.5536
O -1.0912 -0.4204 -1.1141
S 0.6454 0.1714 1.6789
S -0.1949 0.4431 -1.8517
Cl -1.1440 1.1645 1.8112
Cl -0.0787 -1.7071 1.7316
*
```

Values from the calculation:
- E_LUMO (eV) = -0.85
- maximum force (eV Å⁻¹) = 1.86

# 3
Entry from the Open Molecules 2025 dataset: the molecule C5H13NO (ωB97M-V/def2-TZVPD).

```
! RIJCOSX wB97M-V def2-TZVPD def2/J DEFGRID3
* xyz 0 1
C 0.0421 1.4674 -0.8305
C 0.1638 0.1446 -0.0713
C 0.9199 -0.9005 -0.8920
C -1.1418 -0.3490 0.5084
N -2.1207 -0.6506 -0.6704
C 0.9935 0.4354 1.3460
O 1.5642 -0.7316 1.9089
H -0.4607 1.3260 -1.7917
H -0.5265 2.2068 -0.2585
H 1.0332 1.8860 -1.0397
H 0.8641 -1.8943 -0.4380
H 0.5183 -0.9750 -1.9067
H 1.9803 -0.6340 -0.9641
H -1.0361 -1.2906 1.0509
H -1.6439 0.4008 1.1242
H -1.7895 -1.3714 -1.3083
H -2.4400 0.1849 -1.1570
H 0.4055 0.9654 2.1026
H 1.8228 1.0962 1.0782
H 0.8516 -1.3167 2.2092
*
```

Values from the calculation:
- E_LUMO (eV) = 0.81
- maximum force (eV Å⁻¹) = 4.23
- SMILES string = CC(C)(CN)CO

| no. | energy (eV) |
| --- | --- |
| 1 | -19597.1503 |
| 2 | -52856.7814 |
| 3 | -8932.7992 |